Entry 1:
The following is a quantum chemistry calculation of a cluster of 14 separate species, C22H58N14O28 in total in a non-equilibrium geometry, from OMol25.

Cartesian coordinates (Å):
C 1.077563 -1.822444 1.476874
C -0.224954 -1.007641 1.495255
C -0.937363 -0.978577 0.138355
C -1.024381 0.468772 -0.376928
C -1.836505 1.371078 0.554761
C -3.252511 1.639051 0.028860
O -3.797512 0.426448 -0.506508
C -4.637324 -0.219778 0.342995
O -4.509437 -0.207252 1.561715
C -5.717946 -0.985701 -0.394995
C -6.624974 -1.788357 0.544868
N -8.017262 -1.800729 0.099183
H 1.875313 -1.131370 1.216893
H 1.036587 -2.666134 0.804096
H 1.296016 -2.118528 2.496814
H 0.035336 -0.003962 1.813129
H -0.912290 -1.380548 2.247862
H -1.958184 -1.345931 0.219870
H -0.442411 -1.600775 -0.599402
H -1.416356 0.481156 -1.389864
H -0.001709 0.846876 -0.404601
H -1.300520 2.303875 0.708475
H -1.975009 0.932172 1.535680
H -3.182018 2.364508 -0.773940
H -3.856432 2.054967 0.826281
H -5.186376 -1.617600 -1.100255
H -6.266200 -0.239946 -0.962663
H -6.267622 -2.806351 0.585562
H -6.620759 -1.349744 1.533549
H -8.114616 -2.271226 -0.787901
H -8.359119 -0.854042 0.038211
C -10.623106 -1.360177 2.229338
N -11.931612 -1.214586 2.916765
O -12.381311 -0.095935 3.060593
O -12.468496 -2.239417 3.296525
H -10.268902 -0.378322 1.953603
H -9.940419 -1.840094 2.923262
H -10.780967 -1.975049 1.347770
C 4.555127 -3.116269 3.399399
N 3.182512 -3.680839 3.363620
O 2.983886 -4.619246 2.616240
O 2.341649 -3.156692 4.063854
H 5.170673 -3.685015 2.726942
H 4.483476 -2.079848 3.082676
H 4.923162 -3.187091 4.418797
C 3.485372 2.100379 -2.492579
N 2.476477 1.260751 -1.787204
O 2.478566 0.066772 -2.004114
O 1.715569 1.835323 -1.032487
H 4.087655 1.457593 -3.122757
H 2.943120 2.831884 -3.084192
H 4.094722 2.586973 -1.735235
C 6.253668 -3.790572 -0.668199
N 7.151216 -3.137668 0.323916
O 6.805508 -3.133947 1.490275
O 8.176933 -2.650067 -0.101355
H 5.385190 -4.176942 -0.147175
H 5.971635 -3.033771 -1.394918
H 6.816665 -4.591244 -1.138240
C -6.501626 5.380737 -3.696830
N -5.644777 6.575988 -3.469224
O -4.436785 6.413419 -3.452457
O -6.206637 7.637589 -3.315720
H -5.867345 4.516184 -3.813888
H -7.147620 5.276599 -2.830117
H -7.080541 5.559564 -4.595664
C -1.335993 7.490604 -2.531499
N 0.018498 6.903566 -2.728233
O 0.406776 6.750009 -3.868688
O 0.656476 6.624380 -1.732340
H -1.772122 7.689013 -3.501991
H -1.932820 6.771991 -1.979245
H -1.208906 8.408520 -1.965869
C 9.398740 0.329085 -1.360599
N 8.062190 0.552731 -1.986883
O 7.631264 1.683756 -2.007049
O 7.503392 -0.424628 -2.450058
H 9.777059 1.278350 -1.001663
H 9.273606 -0.375753 -0.544337
H 10.045763 -0.081475 -2.129675
C 3.902728 5.897165 -2.013397
N 5.086448 4.997402 -2.117414
O 4.935741 3.800452 -1.967121
O 6.147860 5.535999 -2.354281
H 3.017582 5.310165 -1.804245
H 4.104112 6.595735 -1.207686
H 3.808224 6.414282 -2.962883
C -4.174576 2.970110 -6.259100
N -5.620288 2.648702 -6.422574
O -5.913069 1.691700 -7.101982
O -6.411923 3.380384 -5.853927
H -3.595756 2.242440 -6.814283
H -4.017216 3.972408 -6.645821
H -3.946935 2.922496 -5.198045
C 10.213203 -4.119597 1.486773
N 11.487874 -4.858674 1.275116
O 11.481200 -6.062706 1.433187
O 12.457233 -4.199905 0.954086
H 9.444747 -4.830732 1.767068
H 10.382484 -3.398193 2.279939
H 9.967813 -3.625712 0.558791
C -8.165359 2.166554 3.621429
N -9.140609 1.280211 4.314693
O -9.120668 0.095843 4.034630
O -9.886282 1.804290 5.111536
H -7.569185 1.563258 2.946341
H -8.735202 2.915333 3.079545
H -7.544402 2.626315 4.383568
C -9.572644 -4.727852 4.587421
N -8.390951 -4.277071 3.798964
O -8.454770 -3.186221 3.266216
O -7.445490 -5.033727 3.741182
H -10.333140 -3.955784 4.546252
H -9.929531 -5.649689 4.139281
H -9.238489 -4.894254 5.606658
C 15.263578 -5.948713 1.488563
N 16.665249 -6.279934 1.107884
O 16.927288 -6.351774 -0.075590
O 17.453209 -6.455943 2.015293
H 14.678232 -5.819630 0.587940
H 14.883676 -6.773369 2.083436
H 15.290416 -5.031143 2.067240

Cartesian forces (eV/Å) of the 3 atoms listed first:
C -0.3168 0.9605 0.7254
C 0.0653 -0.6966 -0.2913
C -0.4753 0.9679 -0.0446

## Properties
LUMO energy = -0.7089 eV
E = -3745.057844 hartree
HOMO level = -9.43 eV
Relative energy (zero: lowest compared OMol25 entry of this formula, charge and spin) = 23.68 kcal per mole

***

Entry 2:
The following is a quantum chemistry calculation of an isolated molecule of C20H27NO3, from OMol25.

Cartesian coordinates (Å):
C 8.520119 -1.435366 0.454219
C 7.317055 -0.509569 0.623439
O 7.423806 0.276651 1.793092
C 7.144237 0.399941 -0.611367
N 6.089328 1.386006 -0.483433
C 4.795695 1.049093 -1.034842
C 4.028041 -0.091444 -0.346771
C 2.609139 -0.212341 -0.892202
C 1.843688 -1.355332 -0.220501
O 0.544114 -1.521870 -0.742836
C -0.437867 -0.632177 -0.407466
C -1.647175 -0.790642 -1.079774
C -2.727167 0.029879 -0.820427
C -2.618648 1.041160 0.127734
O -3.610088 1.922096 0.463447
C -4.834365 1.854014 -0.230375
C -5.645006 0.610856 0.051024
C -6.567129 0.153739 -0.881808
C -7.324387 -0.973881 -0.620906
C -7.162047 -1.658947 0.571619
C -6.243938 -1.207973 1.504022
C -5.491840 -0.075516 1.247437
C -1.413551 1.197364 0.805725
C -0.334198 0.375383 0.546331
H 8.370220 -2.096448 -0.394685
H 9.424884 -0.852686 0.286349
H 8.654709 -2.037141 1.349772
H 6.414095 -1.106362 0.783158
H 8.223227 0.812618 1.724933
H 8.086257 0.947929 -0.757606
H 6.968632 -0.209123 -1.499729
H 6.001090 1.643501 0.496325
H 4.189706 1.959289 -0.985014
H 4.940471 0.803579 -2.091268
H 4.552530 -1.036427 -0.503484
H 3.993464 0.100959 0.729062
H 2.639663 -0.401064 -1.967371
H 2.071610 0.725573 -0.738171
H 1.815055 -1.215095 0.867686
H 2.343972 -2.306298 -0.427074
H -1.725726 -1.578846 -1.811737
H -3.647864 -0.137088 -1.356201
H -5.389854 2.733247 0.118289
H -4.671465 1.962821 -1.312372
H -6.690486 0.684330 -1.815906
H -8.039326 -1.321451 -1.352241
H -7.749736 -2.542519 0.772122
H -6.113268 -1.738302 2.435761
H -4.775268 0.279642 1.973196
H -1.336715 1.981241 1.542930
H 0.577156 0.533718 1.100652

Cartesian forces (eV/Å) of the 3 atoms listed first:
C -0.3742 0.1918 0.1740
C 0.1509 -0.2352 -0.6362
O 0.0758 0.2783 0.3216

## Properties
SMILES = C[C@@H](O)CNCCCCOc1ccc(OCc2ccccc2)cc1
LUMO energy = 0.8441 eV
E = -1058.749161 hartree
HOMO level = -7.81 eV
Relative energy (zero: lowest compared OMol25 entry of this formula, charge and spin) = 16.77 kcal per mole

***

Entry 3:
The following is a quantum chemistry calculation of a cluster of 3 separate species, C2H3N3O4 in total in a non-equilibrium geometry, from OMol25.

Cartesian coordinates (Å):
C 0.718168 -0.636949 -0.778330
C -2.251215 1.260333 1.917934
N 2.016990 -1.543840 -2.004964
N -0.577320 -0.770550 -0.811783
N 1.184787 0.274898 0.189181
O -1.600123 1.708579 2.739594
O 2.377816 0.554426 0.133759
O -2.841966 0.886542 1.011879
O 0.396697 0.580248 1.075549
H 2.835082 -0.939042 -1.888188
H -1.244250 -1.227846 -1.458315
H -1.014668 -0.146799 -0.126314

Cartesian forces (eV/Å) of the 3 atoms listed first:
C 4.0054 -1.8128 -3.3884
C 0.8275 0.7204 -0.0168
N -3.8976 1.8204 2.6809

## Properties
LUMO energy (alpha / beta) = -0.9118 / -1.5357 eV
E = -542.990063 hartree
HOMO level (alpha / beta) = -11.08 / -8.12 eV
Relative energy (zero: lowest compared OMol25 entry of this formula, charge and spin) = 110.98 kcal per mole

***

Question: What is the E in the second record?
Answer: -1058.749161 hartree